99
Properties=species:S:1:pos:R:3 method="wB97M-V/def2-TZVPD" orbital_gap_ha=0.355 charge=0 largest_force_ev_per_a=5.77 smiles="CCCCCCCCCCCCCCCCCCCC[C@H](OC[C@H](C[C@H](C)I)OC)[PH2]=O.O=S1(=O)OCCO1" e_homo_ev=-9.31
C 7.9565 1.7149 1.6095
C 6.5311 1.8475 2.4084
C 5.5796 0.4937 2.3316
C 5.7199 -0.4134 3.6938
C 4.2676 -0.7307 4.4392
C 3.5829 -2.1487 3.9850
C 3.0855 -2.2176 2.4254
C 2.3249 -0.8744 1.8743
C 0.7698 -1.1306 1.3690
C 0.4197 -0.2339 0.0042
C 1.1333 -0.8078 -1.3557
C 1.0903 0.2971 -2.6104
C 2.0387 1.5545 -2.1537
C 1.3812 3.0402 -2.3979
C -0.1693 3.1964 -1.8676
C -0.4276 4.6133 -1.0196
C -0.8376 4.2099 0.5504
C -2.3756 4.7476 0.9219
C -3.3645 3.4551 0.7212
C -3.8796 2.9704 2.2006
C -3.7085 1.3202 2.4098
O -4.7934 0.7050 1.6321
C -4.7951 -0.7621 1.7252
C -3.4857 -1.5050 1.0754
C -3.9435 -2.1329 -0.3986
C -2.5721 -2.6620 -1.1607
C -2.4096 -2.0139 -2.6918
I -2.6092 -4.8535 -1.4288
O -2.8816 -2.4970 1.9774
C -3.7749 -3.6320 2.2498
P -3.7680 1.0036 4.2911
O -5.2502 1.2830 4.8115
H 7.8467 2.2941 0.5840
H 8.7668 2.3003 2.2620
H 8.1948 0.5745 1.4918
H 6.7036 2.2404 3.4971
H 5.9136 2.6978 1.8462
H 6.0061 -0.1457 1.4309
H 4.4827 0.8708 2.1658
H 6.3185 0.2622 4.4752
H 6.3850 -1.3851 3.5590
H 4.5427 -0.8530 5.5944
H 3.5279 0.1999 4.4060
H 2.7447 -2.4617 4.7733
H 4.4269 -2.9835 4.1026
H 2.2855 -3.1016 2.3680
H 3.9352 -2.5128 1.6556
H 2.2826 0.0211 2.6265
H 2.9190 -0.5365 0.8956
H 0.0657 -0.6683 2.2135
H 0.4789 -2.2591 1.2638
H 0.7343 0.8854 0.2577
H -0.7432 -0.2008 -0.1939
H 0.4642 -1.7161 -1.7438
H 2.2052 -1.2547 -1.1877
H 1.4936 -0.2150 -3.6043
H -0.0388 0.5601 -2.7761
H 2.4412 1.4390 -1.0374
H 3.0082 1.5076 -2.8483
H 2.0256 3.8108 -1.7543
H 1.5048 3.3877 -3.5213
H -0.5595 2.2516 -1.2703
H -0.8517 3.2835 -2.8358
H 0.5055 5.3223 -1.0584
H -1.3401 5.1760 -1.4972
H -0.0488 4.7023 1.2817
H -0.8546 3.0541 0.7361
H -2.6501 5.6794 0.2417
H -2.3604 5.1611 2.0304
H -2.8868 2.5703 0.1016
H -4.3310 3.8385 0.1368
H -3.2872 3.4770 3.0740
H -5.0396 3.1735 2.3944
H -2.6257 1.0664 2.0471
H -4.9729 -1.1763 2.8277
H -5.7381 -1.1531 1.1061
H -2.6184 -0.7292 0.8117
H -4.7363 -2.9910 -0.2985
H -4.4429 -1.2338 -0.9960
H -1.5875 -2.4315 -0.5459
H -1.5323 -2.5844 -3.2214
H -2.2480 -0.8579 -2.6039
H -3.4255 -2.2552 -3.2705
H -3.2033 -4.3199 3.0397
H -4.7982 -3.3574 2.7453
H -4.0059 -4.3190 1.3314
H -2.8814 1.8740 5.0627
H -3.4169 -0.3968 4.5583
C -1.3617 -3.7992 -8.1532
C -2.5345 -2.9977 -7.5947
O -2.1304 -2.6091 -6.2838
S -0.5138 -2.3925 -6.2701
O -0.2465 -0.9804 -6.4310
O 0.0439 -3.1818 -5.1967
O -0.1890 -3.1359 -7.6842
H -1.3574 -4.8196 -7.7568
H -1.3687 -3.8342 -9.2459
H -3.4573 -3.5814 -7.5566
H -2.7038 -2.0874 -8.1796



102
Properties=species:S:1:pos:R:3 method="wB97M-V/def2-TZVPD" de_lowest_kcal_mol=38.0 orbital_gap_ha="0.166 / 0.145" charge=+1 largest_force_ev_per_a=1.96 e_homo_ev="-9.33 / -9.17"
Ir 0.5383 0.2982 0.1833
C -4.5597 1.6699 -0.7293
C -4.3413 2.9139 0.1255
C -5.2442 4.0457 -0.3761
C -4.6693 2.6031 1.5843
Sb -2.1701 3.3662 0.1052
C -1.5128 3.4993 -2.0058
C -0.1825 4.2291 -2.1465
C -2.5660 4.1954 -2.8642
C -1.3170 2.0476 -2.4307
C -1.8250 5.2253 1.2537
C -0.6104 5.9517 0.6934
C -3.0397 6.1524 1.2171
C -1.5601 4.7756 2.6872
H -5.5740 1.2993 -0.5573
H -3.8649 0.8651 -0.4746
H -4.4706 1.8764 -1.7952
H -6.2422 3.6371 -0.5673
H -4.9046 4.4952 -1.3063
H -5.3614 4.8350 0.3646
H -5.7327 2.3670 1.6776
H -4.4673 3.4474 2.2432
H -4.1049 1.7433 1.9506
H -0.2761 5.3008 -1.9898
H 0.1637 4.0836 -3.1744
H 0.5851 3.8362 -1.4826
H -2.7538 5.2178 -2.5384
H -3.5111 3.6572 -2.8951
H -2.1964 4.2528 -3.8949
H -0.5299 1.6001 -1.8040
H -0.9782 2.0135 -3.4691
H -2.2226 1.4499 -2.3543
H -0.8428 6.4449 -0.2489
H 0.2493 5.3045 0.5516
H -0.3203 6.7291 1.4062
H -3.3350 6.4175 0.2015
H -2.7859 7.0861 1.7312
H -3.8969 5.7268 1.7360
H -0.7620 4.0370 2.7559
H -2.4479 4.3508 3.1568
H -1.2541 5.6420 3.2804
C -2.3737 -0.9202 1.1236
O -1.5183 0.2365 0.9966
H -3.2603 -0.6221 1.6806
H -1.8629 -1.7382 1.6300
H -2.6537 -1.2268 0.1199
H -1.1796 0.4975 1.8866
C 3.6941 -5.0890 -1.8934
C 2.5959 -4.0063 -1.9167
C 3.2553 -2.6665 -2.2804
C 1.6147 -4.3558 -3.0444
Si 1.7347 -3.9882 -0.2055
Br 0.2702 -2.0832 -0.4157
C 0.3581 -5.3144 0.0591
C 0.9840 -6.7044 -0.1707
C -0.8519 -5.2008 -0.8838
C -0.2093 -5.2572 1.4867
C 2.8619 -3.6658 1.3093
C 4.0923 -2.8218 0.9486
C 2.1331 -2.9365 2.4486
C 3.3819 -5.0203 1.8338
H 4.1862 -5.1076 -2.8669
H 3.3025 -6.0869 -1.7136
H 4.4632 -4.8906 -1.1510
H 3.5809 -2.7224 -3.3197
H 4.1387 -2.4559 -1.6797
H 2.5726 -1.8212 -2.2011
H 2.1453 -4.2885 -3.9952
H 0.7681 -3.6719 -3.0966
H 1.2354 -5.3719 -2.9643
H 1.2620 -6.8568 -1.2105
H 0.2409 -7.4640 0.0766
H 1.8582 -6.8959 0.4469
H -0.6015 -5.3105 -1.9345
H -1.3948 -4.2662 -0.7606
H -1.5445 -6.0047 -0.6307
H 0.5283 -5.4679 2.2565
H -0.9914 -6.0120 1.5756
H -0.6636 -4.2907 1.7066
H 3.8196 -1.8585 0.5229
H 4.7669 -3.3270 0.2620
H 4.6509 -2.6192 1.8641
H 1.8773 -1.9153 2.1703
H 2.8107 -2.8766 3.3015
H 1.2319 -3.4414 2.7845
H 3.8934 -5.6006 1.0686
H 2.6014 -5.6420 2.2638
H 4.1079 -4.8218 2.6234
Cl 4.1486 2.8113 -1.3692
C 4.2391 1.0747 -1.0426
Cl 5.5281 0.6815 0.0820
C 2.8875 0.6544 -0.5244
O 2.6362 0.4134 0.6745
O 1.9311 0.5885 -1.3434
H 4.4291 0.5720 -1.9908
Cl 2.6397 4.3791 1.8251
C 2.0120 2.9232 2.6045
C 0.9754 2.1726 1.8097
O 0.7011 2.3505 0.5751
O 0.4315 1.2501 2.4593
H 1.5905 3.1868 3.5713
H 2.8342 2.2239 2.7563